(1)
Molecular formula: C3H11NO3
Method: DFT, ωB97M-V/def2-TZVPD

Last column: natural (NBO) charge in e.
Atoms and positions in Å:
1 C 0.0354 1.5091 0.5753  0.5437
2 N -0.1072 0.7100 -0.5038  -0.4252
3 C -1.3789 0.0936 -0.7936  -0.4211
4 C 0.8674 0.7829 -1.5836  -0.4109
5 O -0.7492 1.5686 1.5074  -0.6587
6 H 0.9071 2.1728 0.5282  0.1214
7 H -1.7247 0.4224 -1.7675  0.1950
8 H -2.0911 0.2863 -0.0012  0.2364
9 H -1.2448 -0.9756 -0.9338  0.2084
10 H 0.3804 0.7759 -2.5550  0.2039
11 H 1.5885 -0.0297 -1.5317  0.2196
12 H 1.4429 1.7092 -1.4990  0.2034
13 H 0.6929 -1.6012 0.5978  0.4907
14 H 2.0706 -2.1944 0.7318  0.4648
15 O 1.2635 -2.2851 0.2161  -0.9642
16 H -0.9700 -1.6755 2.5523  0.4742
17 H -0.7121 -0.1989 2.1737  0.4979
18 O -0.2706 -1.0705 2.2870  -0.9792

Calculated values
Net charge: 0
Multiplicity: 1
SMILES: CN(C)C=O.O.O
ΔE to the lowest compared entry with this formula, charge and spin: 74.9 kJ/mol

---

(2)
Molecular formula: C51H53AsCl3HfN4O6SSi
Method: DFT, ωB97M-V/def2-TZVPD

Last column: Mulliken charge in e.
Atoms and positions in Å:
1 Hf 0.4627 -0.5129 0.1894  0.9128
2 O -3.0601 4.5851 0.3148  -0.5226
3 C -2.2158 3.7464 0.3175  -0.1286
4 C -1.3962 3.2519 -0.9073  0.1440
5 O -1.2122 3.8292 -1.9407  -0.5791
6 C -0.8324 1.9567 -0.4520  1.3282
7 C -1.0634 1.7576 0.8686  -0.7614
8 O -0.5643 0.6341 1.4502  -0.0834
9 C -1.7796 2.8569 1.5149  0.0144
10 O -1.9483 3.0670 2.6852  -0.6126
11 O -0.1529 1.0750 -1.1440  0.9884
12 Cl 7.4842 2.7106 -4.1483  -0.1956
13 C 5.8789 2.1881 -4.5299  0.1380
14 C 5.1140 1.5562 -3.5611  -1.2176
15 C 3.8293 1.1606 -3.8869  1.3616
16 C 3.2800 1.3731 -5.1510  -0.3746
17 C 1.8583 0.9521 -5.4310  -0.4622
18 C 1.6315 -0.5436 -5.3612  -1.7995
19 N 1.6919 -1.0542 -3.9908  0.5074
20 C 2.6259 -1.9504 -3.4879  -1.3986
21 C 2.3464 -2.0933 -2.1718  -0.3114
22 N 1.2444 -1.2962 -1.8716  0.9367
23 C 0.9106 -0.6713 -2.9928  -0.8373
24 O 0.9034 1.4939 -4.5431  0.4257
25 C 1.0683 2.8558 -4.1426  -0.0444
26 C 1.0603 3.7820 -5.3198  -0.3665
27 C -0.0323 4.0344 -6.0921  0.8287
28 Cl -1.5916 3.3295 -5.9114  -0.2385
29 S 0.2674 5.1732 -7.3240  -0.2082
30 C 1.8910 5.3510 -6.8262  -0.4780
31 C 2.1774 4.5583 -5.7596  -0.8556
32 C 4.0856 1.9997 -6.0967  0.8457
33 Cl 3.5238 2.2993 -7.7133  -0.1569
34 C 5.3781 2.4086 -5.7986  -0.6674
35 H 5.5228 1.3830 -2.5739  0.5970
36 H 3.2214 0.6766 -3.1299  -0.3938
37 H 1.6015 1.2173 -6.4590  0.8901
38 H 2.3930 -1.0671 -5.9354  0.4508
39 H 0.6576 -0.7804 -5.7860  0.3659
40 H 3.3819 -2.3990 -4.1100  0.4899
41 H 2.8152 -2.7284 -1.4432  0.3064
42 H 0.1182 0.0510 -3.0971  0.1817
43 H 1.9989 2.9898 -3.5859  0.1599
44 H 0.2319 3.0467 -3.4678  0.0345
45 H 2.5461 6.0277 -7.3532  0.4525
46 H 3.1521 4.5186 -5.2875  0.5641
47 H 5.9824 2.8934 -6.5525  0.4786
48 C 0.6533 -1.8967 3.8529  -1.7477
49 Si 1.3605 -2.2335 2.1418  0.7829
50 C 3.2658 -2.0172 2.3647  2.6726
51 C 3.4651 -0.7271 3.1731  -1.8890
52 C 3.9853 -1.8748 1.0196  -1.4573
53 C 3.9434 -3.1537 3.1397  -2.1513
54 C 0.8236 -4.0390 1.7435  2.6802
55 C 1.2499 -5.0559 2.8091  -1.8625
56 C 1.3576 -4.4854 0.3811  -1.7525
57 C -0.7051 -4.0726 1.6879  -3.0504
58 H -0.3517 -2.3111 3.9653  0.4429
59 H 0.5944 -0.8279 4.0766  0.3055
60 H 1.2887 -2.3633 4.6116  0.3946
61 H 2.9301 0.1262 2.7503  0.1963
62 H 4.5317 -0.4675 3.1950  0.5474
63 H 3.1337 -0.8472 4.2063  0.3169
64 H 3.5525 -1.0924 0.3837  -0.0111
65 H 3.9761 -2.8128 0.4586  0.2140
66 H 5.0380 -1.6001 1.1677  0.6041
67 H 3.4281 -3.3903 4.0751  0.3466
68 H 4.9706 -2.8614 3.3974  0.5223
69 H 4.0089 -4.0704 2.5505  0.3655
70 H 2.3262 -5.2023 2.8486  0.3560
71 H 0.7977 -6.0318 2.5874  0.5084
72 H 0.9148 -4.7631 3.8089  0.3559
73 H 2.4526 -4.5191 0.3584  0.3718
74 H 1.0185 -3.8286 -0.4276  0.0739
75 H 0.9968 -5.4920 0.1331  0.5220
76 H -1.1653 -3.8595 2.6554  0.3083
77 H -1.0475 -5.0658 1.3686  0.6643
78 H -1.1115 -3.3610 0.9681  0.4775
79 C -3.4950 -5.5254 -2.2492  -0.6779
80 C -2.7840 -4.6160 -3.0212  -0.9060
81 C -2.4179 -3.3894 -2.4869  -0.2427
82 C -2.7824 -3.0583 -1.1840  1.2859
83 C -3.4595 -3.9821 -0.3986  -0.5758
84 C -3.8215 -5.2109 -0.9385  -0.8610
85 As -2.2717 -1.3529 -0.4410  1.5860
86 C -3.0411 -0.0210 -1.6293  1.3615
87 C -2.5666 0.0491 -2.9379  -0.0384
88 C -3.0332 1.0238 -3.8082  -0.8301
89 C -3.9685 1.9525 -3.3698  -0.8811
90 C -4.4260 1.9042 -2.0609  -0.8985
91 C -3.9610 0.9246 -1.1887  -0.8501
92 C -3.3950 -1.2587 1.1254  0.3088
93 C -4.7813 -1.2715 0.9647  -0.1927
94 C -5.6075 -1.2109 2.0764  -0.8436
95 C -5.0554 -1.1494 3.3521  -0.6462
96 C -3.6786 -1.1673 3.5144  -0.9493
97 C -2.8481 -1.2222 2.4014  -0.1723
98 H -3.7839 -6.4820 -2.6661  0.4011
99 H -2.5089 -4.8614 -4.0392  0.4639
100 H -1.8486 -2.7070 -3.1007  0.1888
101 H -3.7101 -3.7608 0.6296  0.4432
102 H -4.3601 -5.9222 -0.3251  0.4376
103 H -1.8187 -0.6450 -3.2925  -0.3880
104 H -2.6527 1.0668 -4.8218  0.7328
105 H -4.3271 2.7226 -4.0409  0.3843
106 H -5.1318 2.6428 -1.7014  0.4328
107 H -4.3137 0.9210 -0.1660  0.4130
108 H -5.2211 -1.3449 -0.0220  0.5674
109 H -6.6827 -1.2167 1.9467  0.4448
110 H -5.7024 -1.0895 4.2192  0.4257
111 H -3.2429 -1.1321 4.5050  0.4956
112 H -1.7783 -1.2364 2.5506  0.1398
113 N 2.4631 3.2910 1.1823  -0.0822
114 C 3.0687 3.1109 -0.0475  -0.6329
115 C 2.7872 1.8383 -0.4018  -0.3642
116 N 2.0297 1.2381 0.5970  0.1146
117 C 1.8421 2.1571 1.5258  -0.9952
118 H 2.4762 4.1319 1.7363  0.2643
119 H 3.6229 3.8899 -0.5417  0.5078
120 H 3.0817 1.3088 -1.2924  0.0328
121 H 1.2884 2.0260 2.4423  0.7790

Calculated values
Net charge: +1
Multiplicity: 1
ΔE to the lowest compared entry with this formula, charge and spin: 0.0 kJ/mol

---

| no. | LUMO level (eV) |
| --- | --- |
| 1 | 0.7 |
| 2 | -3.1 |